(1)
132
Properties=species:S:1:pos:R:3:lowdin_charge:R:1 method="wB97M-V/def2-TZVPD" total_energy_ha=-3333.09823 spin_multiplicity=1 gap_ev=2.12 e_lumo_ev=-13.47 homo_ha=-0.573 largest_force_ev_per_a=10.685 total_charge=+5
C 5.45 -6.82 -2.41 -0.104
H 1.77 6.12 -7.05 0.138
H -3.25 6.88 -2.63 0.123
H -2.36 5.63 -1.75 0.106
C -5.59 3.11 -5.52 -0.180
H -3.96 5.38 -5.17 0.176
H 0.33 -0.32 2.92 0.154
H 1.19 3.00 -5.10 0.075
H 8.47 3.15 3.53 0.137
F -5.22 1.82 7.68 -0.148
Be -1.30 4.25 5.75 0.550
H -5.87 2.40 -2.95 0.142
H 0.13 -1.29 0.60 0.091
C 0.82 3.49 -8.68 0.048
C -11.55 -3.33 3.38 0.000
C 4.19 -5.95 -2.71 -0.247
C -9.15 -4.88 5.54 -0.017
C -4.33 3.98 -2.22 0.062
H -7.22 3.23 -6.82 0.093
H 4.83 -10.17 0.94 0.131
C -1.24 4.20 -10.04 0.026
H 4.87 5.00 4.39 0.129
H 5.20 -7.70 0.09 0.132
H 5.98 4.97 5.62 0.135
H -6.64 -6.04 3.96 0.084
H -5.26 -5.76 5.01 0.086
H 7.89 5.92 4.31 0.113
H 3.52 -7.99 -0.66 0.125
N 5.05 -8.27 -1.95 -0.232
H -6.55 -3.46 4.18 0.120
H -0.25 0.39 0.09 0.077
H -6.61 -3.57 5.88 0.135
C 4.53 -8.35 -0.48 -0.033
C 4.91 -9.85 -0.10 -0.130
C 1.30 5.40 -7.71 -0.007
H -1.73 3.34 -9.59 0.094
C -4.16 4.78 -4.29 -0.015
N -5.00 3.74 -4.34 -0.066
C -6.87 -4.12 4.98 -0.146
H 4.60 -8.91 -3.96 0.111
H -8.70 -2.51 3.38 0.155
H -4.88 3.17 -6.34 0.127
N -0.05 4.49 -9.21 -0.088
H 6.96 8.13 3.47 0.087
H 5.88 2.96 6.05 0.137
F -5.71 4.76 4.22 -0.233
H 7.04 5.73 2.82 0.103
H 5.37 7.61 4.15 0.073
H -0.30 6.60 -8.74 0.142
H 3.17 -8.44 -3.06 0.097
H 6.00 -6.85 -3.36 0.136
H -7.68 3.60 -5.15 0.091
C 4.51 -4.51 -2.99 -0.103
C -6.91 3.74 -5.91 -0.053
H 8.17 0.93 5.02 0.133
H -6.87 4.80 -6.16 0.088
H -6.81 -6.23 5.61 0.070
C 5.69 3.26 2.68 0.048
C 6.43 -9.06 -1.91 -0.067
C 5.95 4.90 4.53 -0.134
H 5.65 2.17 2.65 0.096
H 3.66 -6.31 -3.59 0.113
C 0.21 -0.24 0.86 -0.041
C -9.08 -3.23 4.08 0.082
C 7.72 2.92 4.28 -0.050
H 6.14 -6.34 -1.72 0.130
C -2.72 5.93 -2.73 0.006
C 2.09 3.56 -5.34 -0.061
H 8.18 3.49 5.09 0.142
C 6.44 7.41 4.11 -0.089
N -8.32 -4.05 4.90 -0.069
H 1.24 0.04 0.66 0.073
H -1.90 -1.25 2.28 0.085
C 6.20 -10.08 -0.79 -0.163
C 0.26 5.69 -8.61 0.020
C -5.20 3.25 -3.06 0.035
C -0.32 0.25 2.25 -0.491
H 0.66 2.44 -8.89 0.164
S -6.29 2.58 6.92 0.379
O -7.84 4.42 5.21 -0.224
H 5.58 0.44 4.51 0.111
H 4.14 -4.19 -3.96 0.082
S -6.64 3.63 4.91 0.593
H 6.44 -11.05 -1.22 0.133
C 7.45 1.40 4.34 -0.154
H 5.56 -4.27 -2.82 0.085
C 6.89 5.96 3.87 -0.197
H -1.87 5.84 -3.41 0.108
H -4.17 3.80 -1.16 0.132
H -11.61 -3.65 2.34 0.114
O -6.85 3.36 8.03 -0.206
N -3.71 4.96 -3.05 -0.107
C 5.53 2.64 5.07 -0.106
H 2.82 3.04 -4.72 0.082
H 3.96 -10.02 -2.81 0.112
H 6.32 3.57 1.84 0.110
H -2.42 0.19 1.61 0.081
C 2.54 3.41 -6.82 -0.135
O -0.05 1.63 2.45 -0.021
N 6.29 3.51 4.06 -0.241
H 2.61 2.35 -7.05 0.132
H 2.03 4.61 -5.07 0.073
H 6.69 -9.45 -2.89 0.135
H 3.67 -5.93 -1.75 0.103
H 3.48 3.93 -6.96 0.138
O -7.06 1.41 6.39 -0.261
H -12.43 -3.68 3.92 0.114
H 6.11 0.72 6.01 0.127
H -2.19 0.24 3.33 0.085
H 4.69 3.71 2.63 0.110
H -11.51 -2.24 3.47 0.116
H 7.52 0.94 3.36 0.122
N 1.58 4.06 -7.73 -0.065
C 4.13 -8.95 -2.97 0.026
H 7.16 -8.27 -1.79 0.120
H -1.97 4.99 -9.84 0.107
C -6.33 -5.57 4.89 -0.045
C -10.42 -4.72 5.00 0.006
H 3.83 -3.99 -2.32 0.075
N -5.39 3.30 6.00 -0.202
O -6.62 2.63 3.85 -0.283
H -8.88 -5.53 6.36 0.148
C 6.14 1.22 5.04 -0.166
H 4.04 -10.33 -0.55 0.105
H 4.45 2.67 4.94 0.143
N -10.40 -3.76 4.05 -0.102
H -0.90 3.92 -11.03 0.116
C -1.78 -0.17 2.41 -0.057
H -5.71 2.05 -5.31 0.132
H 6.65 7.71 5.14 0.081
H -11.35 -5.26 5.15 0.148
H 7.01 -9.97 -0.07 0.128



(2)
31
Properties=species:S:1:pos:R:3:nbo_charge:R:1 method="wB97M-V/def2-TZVPD" e_above_lowest_kj_mol=207.0 total_energy_ha=-900.92046 spin_multiplicity=1 gap_ev=8.02 e_lumo_ev=0.84 homo_ha=-0.264 largest_force_ev_per_a=6.535
C -1.88 1.18 0.86 -0.357
H -3.65 1.09 2.11 0.204
H -0.63 -0.31 1.17 0.210
H 4.80 -1.83 -0.17 0.203
H 1.28 2.82 -0.91 0.221
H -2.12 2.26 0.72 0.216
H -4.15 -1.25 1.78 0.211
H -1.31 -2.18 -1.21 0.216
H 0.53 -1.49 -0.31 0.216
H -1.31 -0.23 -2.67 -0.023
C 1.53 -1.01 -0.10 -0.205
C 3.85 -1.20 -0.15 -0.222
C -2.06 -1.49 -0.79 -0.520
N 0.48 1.16 0.13 -0.421
H 3.24 1.90 0.23 0.213
H -3.41 -0.86 -2.40 -0.012
C 1.66 0.37 0.03 0.158
C -0.63 0.63 0.78 0.048
P -2.42 -0.11 -1.81 0.317
H -0.48 2.45 -1.17 0.206
C 0.38 2.45 -0.45 -0.411
C 2.63 -1.83 -0.17 -0.214
C 2.98 0.89 0.10 -0.240
H 2.61 -2.97 -0.19 0.225
C -3.33 -0.74 1.25 -0.253
H 4.99 0.52 0.08 0.212
H -0.03 3.22 0.29 0.197
H -2.16 -2.46 1.02 0.201
C -2.97 0.54 1.55 -0.177
C 4.04 0.10 -0.06 -0.206
C -2.49 -1.62 0.42 -0.213



(3)
96
Properties=species:S:1:pos:R:3:lowdin_charge:R:1 method="wB97M-V/def2-TZVPD" e_above_lowest_kj_mol=6.7 total_energy_ha=-4005.32972 spin_multiplicity=3 gap_ev="5.68 / 4.84" e_lumo_ev="-0.83 / -1.66" s2=2.03 homo_ha="-0.239 / -0.239" largest_force_ev_per_a=2.106
H 0.20 2.22 2.24 0.056
H -2.14 -5.45 0.02 0.082
C 1.81 0.27 2.64 -0.619
H -3.49 2.98 -0.83 0.079
C 0.95 0.92 -2.69 -0.374
H 1.90 -4.25 -4.30 0.041
H -0.43 -5.34 1.48 0.060
H -0.43 5.46 0.53 0.060
H 0.20 3.50 -4.44 0.027
C 0.94 -1.41 -2.47 -0.357
C 0.25 0.71 6.61 -0.047
C -3.08 -3.24 -1.31 -0.106
C 1.09 -3.47 -0.41 -0.409
S 1.35 -0.07 0.92 0.616
H -0.82 5.04 2.21 0.092
H -1.37 -2.27 3.41 0.098
P -0.55 -2.69 -0.21 0.992
C -0.35 -4.44 2.09 -0.108
C 1.25 -4.38 -3.41 -0.166
H -1.21 3.15 -2.90 0.062
C -0.87 2.38 2.04 -0.158
Si 1.75 -3.09 -2.15 0.521
H -3.16 1.86 -2.16 0.062
C -0.90 -2.06 2.44 -0.172
H 4.01 2.02 -3.47 0.042
C 1.05 0.36 3.92 -0.197
C -1.65 3.44 -1.93 -0.516
H 1.06 4.38 -1.03 0.045
H 2.75 -0.19 -2.00 0.105
O 4.31 -0.41 4.91 -0.273
H -3.15 -2.25 -1.78 0.061
H 3.95 2.01 -1.68 0.040
C -0.33 0.41 -3.18 -0.183
H -0.05 0.82 7.66 0.111
H -2.57 -0.86 0.33 -0.072
C -2.24 -0.05 -0.31 -0.426
H 1.91 3.42 -4.96 0.041
C -0.35 4.68 1.29 -0.106
H -2.17 -5.81 -1.72 0.088
H 4.04 3.56 -2.58 0.046
H 0.71 -4.22 2.26 0.084
C 1.10 3.28 -1.00 -0.398
H -2.14 5.32 -0.92 0.083
H -2.14 3.56 0.78 0.111
N 3.10 0.41 2.79 -0.103
C 3.61 -2.99 -2.09 -0.168
C -1.62 -5.27 -0.93 -0.106
P -0.54 2.56 -0.67 0.979
H -0.62 -5.70 -0.88 0.064
H -2.83 -0.13 -1.23 -0.008
H -0.81 -4.65 3.06 0.091
H -2.15 5.36 -2.70 0.089
H 3.94 -2.31 -1.29 0.039
H -1.11 -1.68 -3.38 0.114
H -0.61 5.41 -1.84 0.064
H 0.21 -4.29 -3.74 0.026
H 0.16 -1.86 2.63 0.049
C -1.65 -3.78 -1.30 -0.520
H -3.71 -3.94 -1.87 0.086
C 1.70 -0.22 -2.29 -0.235
H 4.01 -2.63 -3.05 0.042
C -1.06 3.38 0.93 -0.507
H -2.15 -3.44 1.39 0.110
H -1.36 -1.15 2.05 0.037
H 1.80 2.96 -0.20 0.060
H 1.42 -5.40 -3.02 0.046
H -3.70 3.51 -2.51 0.087
H 1.04 -4.56 -0.26 0.044
C 1.96 0.61 4.95 -0.243
H -1.75 0.45 5.85 0.114
H -3.49 -3.14 -0.29 0.079
H 4.05 -3.98 -1.90 0.046
Cl -4.97 0.06 0.92 -0.584
S 3.60 0.71 4.36 0.648
C -0.33 -1.00 -3.04 -0.174
C -1.62 4.97 -1.82 -0.105
C -3.08 2.91 -1.85 -0.104
C 3.61 2.54 -2.59 -0.168
O 4.05 2.07 4.51 -0.275
C -1.08 -3.23 1.51 -0.508
C 1.24 3.67 -4.12 -0.166
H -1.10 1.02 -3.64 0.114
Si 1.75 2.63 -2.65 0.518
C -0.32 0.33 4.24 -0.041
C 1.60 0.78 6.27 -0.035
H 1.78 -3.02 0.32 0.048
H 1.37 4.74 -3.89 0.045
C -0.70 0.49 5.59 -0.040
Mo -0.23 -0.03 -0.89 1.002
H 2.40 0.96 6.98 0.124
H -1.21 -3.66 -2.30 0.061
H 0.72 4.50 1.50 0.085
H -1.32 2.76 2.96 0.100
H -2.58 0.86 0.19 -0.074
H -1.09 0.21 3.46 0.094
H -1.32 1.41 1.83 0.040